(1)
73
Properties=species:S:1:pos:R:3:mulliken_charge:R:1 method="wB97M-V/def2-TZVPD" de_lowest_kj_mol=0.00 energy_ha=-3764.828279 orbital_gap_ha=0.2426 lumo_ev=-0.20 spin_multiplicity=1
W 0.17288 -0.13307 -0.22064 0.827
C 0.25730 0.73615 4.71559 -0.853
N -0.85527 0.20771 3.94267 0.213
C -2.19058 0.49799 4.17033 -0.444
C -2.90086 -0.09570 3.19040 -0.695
N -1.99191 -0.74591 2.38679 0.448
C -0.73825 -0.54526 2.83429 0.224
S 0.71447 -1.11481 2.12221 -0.586
H 0.01700 0.67384 5.77448 0.353
H 0.44237 1.77121 4.43342 0.280
H 1.14079 0.14361 4.49945 0.311
H -2.50457 1.09946 5.00371 0.478
H -3.95762 -0.10983 2.99621 0.485
H -2.16599 -1.23603 1.51553 0.178
N 9.74195 3.04112 0.03104 -0.512
C 8.64476 2.69847 -0.00109 -0.021
C 7.27455 2.27053 -0.04129 0.534
C 6.25115 3.21268 -0.13563 -0.639
C 4.93466 2.79986 -0.17877 -0.485
C 4.60751 1.43863 -0.12027 0.445
C 5.64584 0.50299 -0.02062 -0.468
C 6.96357 0.91236 0.01380 -0.650
C 3.25007 1.01316 -0.15853 -0.083
C 2.08035 0.66491 -0.18598 -0.080
H 6.49642 4.26537 -0.17758 0.432
H 4.13920 3.52920 -0.25347 0.476
H 5.40019 -0.54890 0.02967 0.494
H 7.76048 0.18489 0.08945 0.433
F -5.72989 -3.33986 -0.40368 -0.336
C -4.63403 -3.92572 0.08660 0.611
C -3.44693 -3.77543 -0.50121 -0.236
N -2.30455 -4.37891 -0.01388 0.164
C -1.01578 -4.07993 -0.60888 -1.153
C -0.63729 -2.62523 -0.46854 0.841
O 0.52055 -2.25413 -0.80489 -0.894
O -1.46354 -1.76990 -0.06087 -0.688
C -2.33255 -5.17715 1.11856 0.526
O -1.35250 -5.71318 1.58288 -0.630
N -3.58681 -5.31628 1.68274 -0.065
C -4.79034 -4.73102 1.29320 0.224
O -5.81338 -4.89949 1.91049 -0.607
H -3.33319 -3.16571 -1.38564 0.350
H -1.00984 -4.34178 -1.67012 0.208
H -0.26563 -4.68971 -0.11082 0.427
H -3.62057 -5.89795 2.50822 0.231
Cl 0.04433 3.46981 1.90287 -0.173
C -1.49070 3.37076 1.10434 0.867
C -2.40355 4.39546 1.27012 -0.621
C -3.63062 4.32313 0.62957 -0.407
C -3.93692 3.23010 -0.16479 -0.706
C -3.01611 2.20793 -0.31703 0.680
Cl -3.43240 0.85337 -1.30750 -0.124
C -1.76052 2.24838 0.30574 -0.765
N -0.82689 1.25970 0.16352 0.079
H -2.14564 5.24017 1.89322 0.459
H -4.34980 5.12206 0.74734 0.391
H -4.88939 3.15910 -0.67081 0.454
C -1.14497 -1.74953 -3.69071 -0.489
O -0.87055 -0.35285 -3.67418 -0.393
P 0.21109 0.21415 -2.61538 0.392
O 0.10360 1.71117 -3.15366 -0.393
C 0.77745 2.78159 -2.46813 -0.441
O 1.58899 -0.39436 -3.15886 -0.215
C 1.97484 -0.26792 -4.53210 -0.827
H -1.37205 -2.02728 -4.71804 0.400
H -2.01798 -1.95769 -3.06662 -0.066
H -0.29388 -2.33579 -3.33858 0.333
H 1.67586 2.42858 -1.96322 0.129
H 0.10295 3.22451 -1.73646 0.130
H 1.03307 3.51827 -3.22609 0.360
H 2.60653 -1.12088 -4.76799 0.233
H 2.54253 0.65232 -4.66473 0.284
H 1.10649 -0.25750 -5.19117 0.359

(2)
66
Properties=species:S:1:pos:R:3:mulliken_charge:R:1 method="wB97M-V/def2-TZVPD" de_lowest_kj_mol=55.70 total_charge=+2 energy_ha=-6608.907999 orbital_gap_ha="0.2133 / 0.1906" lumo_ev="-8.45 / -9.00" spin_multiplicity=2
Ir -0.33718 1.64540 1.10150 0.844
Cl -0.66985 4.28554 1.27479 -0.146
C -0.26895 3.70942 2.88796 1.114
C 0.10523 2.37493 2.90109 -1.219
C 0.48095 1.79963 4.11145 0.854
Cl 0.91829 0.14077 4.21831 -0.142
C 0.45971 2.58268 5.27139 0.033
Cl 0.91550 1.89497 6.76453 -0.134
C 0.06093 3.92664 5.22284 0.533
Cl 0.03041 4.86502 6.64132 -0.120
C -0.31068 4.51137 4.00860 -0.183
Cl -0.78692 6.14285 3.87777 -0.146
C 4.35330 1.23893 -1.75590 -0.954
C 3.41690 2.43944 -1.88711 -0.391
C 2.24675 2.24180 -2.85495 -0.572
C 1.04133 1.50168 -2.28684 -0.696
N 1.33112 0.10744 -1.91118 1.016
C 1.48086 -0.42726 -0.69025 -0.973
Se 1.63433 0.53416 0.97459 0.181
N 1.85909 -1.70978 -0.79698 0.766
C 1.98300 -2.70723 0.28341 -1.023
C 0.92789 -3.80356 0.17575 -0.758
C -0.50665 -3.28945 0.19799 -0.340
C -0.90440 -2.69652 1.54248 -0.816
C 1.94194 -2.02520 -2.14748 0.667
C 2.34812 -3.19157 -2.80285 -0.928
C 2.34631 -3.15004 -4.17625 -0.799
C 1.94962 -1.99808 -4.88845 -0.822
C 1.57427 -0.84258 -4.24642 -0.895
C 1.59519 -0.87939 -2.85008 0.915
H 5.24772 1.50724 -1.19488 0.398
H 4.67803 0.89326 -2.73880 0.345
H 3.90469 0.38397 -1.24277 0.069
H 4.00335 3.28583 -2.24543 0.409
H 3.03554 2.74036 -0.90494 0.122
H 2.60091 1.73174 -3.75377 0.355
H 1.86608 3.21175 -3.18140 0.471
H 0.22474 1.46272 -3.00799 0.414
H 0.66447 2.00650 -1.39909 -0.043
H 1.89417 -2.16886 1.22602 0.510
H 2.99104 -3.11889 0.23138 0.325
H 1.09669 -4.47745 1.01871 0.518
H 1.09853 -4.38900 -0.72697 0.382
H -1.16893 -4.12254 -0.04022 0.441
H -0.65523 -2.55578 -0.60309 0.167
H -0.78215 -3.42805 2.34293 0.374
H -1.94917 -2.38892 1.53475 0.186
H -0.30742 -1.81949 1.80929 0.146
H 2.66432 -4.07465 -2.26766 0.496
H 2.66456 -4.02158 -4.73123 0.439
H 1.95171 -2.02643 -5.96923 0.449
H 1.28132 0.04055 -4.79582 0.494
Cl -8.24429 -0.98999 1.03339 -0.133
C -6.62482 -0.44576 0.95919 0.447
C -5.70880 -0.91203 1.90264 -0.926
C -4.40963 -0.46197 1.85186 -0.218
C -4.02533 0.44149 0.84921 0.026
C -4.95490 0.89997 -0.09542 -0.364
C -6.25581 0.45586 -0.03924 -0.769
C -2.67825 0.90558 0.77554 0.942
O -2.17354 1.64333 -0.11696 -0.866
O -1.78574 0.58470 1.72594 -0.314
H -6.02911 -1.61369 2.65918 0.441
H -3.69033 -0.79816 2.58651 0.482
H -4.64874 1.60237 -0.85869 0.473
H -6.99210 0.79406 -0.75398 0.446

(3)
66
Properties=species:S:1:pos:R:3:mulliken_charge:R:1 method="wB97M-V/def2-TZVPD" de_lowest_kj_mol=258.34 total_charge=+1 energy_ha=-2906.623985 orbital_gap_ha="0.1437 / 0.1437" lumo_ev="-6.20 / -6.22" spin_multiplicity=1
Pd 0.09652 0.61897 -0.24074 0.391
C -2.49219 0.05852 -3.99004 -0.485
O -2.73777 -1.27532 -3.59653 -0.413
C -2.85390 -1.62279 -2.30616 0.337
C -3.38646 -2.87931 -2.05972 -0.877
C -3.59769 -3.32583 -0.76474 -0.460
C -3.29256 -2.51658 0.31461 -0.852
C -2.69910 -1.26951 0.13953 0.591
C -2.41896 -0.43979 1.27164 -0.365
N -1.66402 0.60830 1.19465 1.079
N -1.48390 1.48507 2.13664 -1.110
C -0.61972 2.47775 1.88159 0.769
O 0.08486 2.52287 0.84023 -0.781
C -0.53141 3.53482 2.89453 0.413
C -0.99996 3.31695 4.18994 -0.233
C -0.86967 4.30911 5.14048 -0.698
C -0.29604 5.52616 4.80559 -0.364
C 0.15763 5.75282 3.51484 -0.671
C 0.05071 4.75894 2.56204 -0.393
C -2.41654 -0.78505 -1.20021 1.305
O -1.83520 0.31974 -1.41124 -0.870
H -2.59251 0.06588 -5.07533 0.304
H -1.48603 0.38071 -3.70899 0.056
H -3.22271 0.73816 -3.54384 0.311
H -3.66454 -3.48313 -2.90926 0.504
H -4.04112 -4.29393 -0.60178 0.465
H -3.50553 -2.85555 1.31592 0.446
H -2.89570 -0.69115 2.22079 0.432
H -1.44636 2.36778 4.44049 0.429
H -1.22259 4.13966 6.14545 0.399
H -0.20318 6.29803 5.55328 0.412
H 0.58864 6.70756 3.25508 0.401
H 0.40523 4.91297 1.55395 0.411
Cl 3.26569 -0.93938 -6.39020 -0.254
C 2.49965 -1.02293 -4.85522 0.496
C 2.43673 -2.22927 -4.18498 -0.408
C 1.85010 -2.29824 -2.93229 -0.201
I 1.68122 -4.10199 -1.87912 0.037
C 1.31504 -1.17912 -2.27222 -0.163
O 0.73586 -1.29648 -1.14002 0.402
C 1.42657 0.08550 -2.96173 0.084
N 0.98086 1.18286 -2.31546 -0.018
C 0.99625 2.35561 -2.91210 -0.440
C 1.48401 2.51661 -4.21424 -0.947
C 1.97816 1.42596 -4.88643 -0.761
C 1.97792 0.16069 -4.26846 0.405
H 2.83312 -3.12432 -4.64078 0.478
H 0.61068 3.19947 -2.35136 0.532
H 1.45932 3.48672 -4.68064 0.441
H 2.36855 1.52498 -5.88659 0.446
C 4.12377 -1.60290 2.71231 -1.226
C 2.73076 -2.19503 2.78846 -0.589
S 1.81473 -1.83564 1.22518 0.538
O 1.29605 -0.44160 1.45824 -0.743
C 0.37306 -2.93121 1.54723 0.100
C -0.35648 -2.58395 2.82752 -1.305
H 4.63427 -1.70110 3.66823 0.391
H 4.06744 -0.54596 2.46420 0.299
H 4.72603 -2.10869 1.96179 0.332
H 2.16689 -1.75325 3.60471 0.344
H 2.77193 -3.27629 2.88717 0.462
H 0.75395 -3.94916 1.54779 0.649
H -0.26335 -2.79748 0.67287 -0.252
H 0.12503 -3.01698 3.69952 0.407
H -1.37228 -2.96753 2.79330 0.326
H -0.39974 -1.50274 2.95064 0.252